1:
Below is 2 unconnected molecules or ions with the total composition C2H5O2, with properties calculated with the ωB97M-V functional and the def2-TZVPD basis.

Each line ends with the Löwdin charge.
CARTESIAN COORDINATES (ANGSTROEM)
O1 -0.1113 -2.2500 2.3109  -0.689
H1 -1.0137 -2.3759 1.9965  -0.238
C1 -0.2802 0.8066 0.2591  0.018
C2 0.0842 0.4320 -0.9657  -0.281
O2 0.6920 1.3093 -1.8776  -0.077
H2 -0.5031 0.0184 1.0020  0.042
H3 -0.1471 1.7930 0.6848  0.049
H4 -0.2124 -0.5275 -1.3953  0.104
H5 1.4916 0.7941 -2.0147  0.073

Calculated values
gap between HOMO and LUMO	5.696	eV
net charge	-1
highest occupied orbital energy	-0.0785	Ha

---

2:
Below is 2 unconnected molecules or ions with the total composition C2H5O2, with properties calculated with the ωB97M-V functional and the def2-TZVPD basis.

Each line ends with the Löwdin charge.
CARTESIAN COORDINATES (ANGSTROEM)
O1 1.3042 0.0740 -0.2402  -0.218
C1 0.4254 0.9005 -0.7755  -0.554
O2 -0.8022 1.0253 -0.3896  -0.201
H1 0.7741 1.3848 -1.6637  0.058
C2 -0.7260 -1.5501 1.1339  -0.079
H2 -0.5334 -2.4884 0.6205  -0.001
H3 -1.0998 -0.8215 0.3913  -0.005
H4 0.1645 -1.2409 1.6620  0.003
H5 -1.5170 -1.7304 1.8778  -0.002

Calculated values
gap between HOMO and LUMO	8.578	eV
net charge	-1
highest occupied orbital energy	-0.1417	Ha

---

3:
Below is 2 unconnected molecules or ions with the total composition C2H5O2, with properties calculated with the ωB97M-V functional and the def2-TZVPD basis.

Each line ends with the Löwdin charge.
CARTESIAN COORDINATES (ANGSTROEM)
O1 0.1367 -2.7409 -1.6932  -0.680
H1 0.5341 -3.5909 -1.4597  -0.240
C1 -0.8655 0.2464 0.0730  0.018
C2 0.2840 0.8570 0.4844  -0.304
O2 0.2466 2.0046 1.2193  -0.103
H2 -0.6148 -0.6820 -0.4614  0.028
H3 -1.8383 0.6022 0.4386  0.054
H4 1.2387 0.3784 0.5905  0.095
H5 1.1028 2.5619 1.3384  0.132

Calculated values
gap between HOMO and LUMO	5.303	eV
net charge	-1
highest occupied orbital energy	-0.0766	Ha

---

It is 2 that is the most stable of them.

---

1:
Below is a gas-phase ion, C6H14N3O (charge +1), with properties calculated with the ωB97M-V functional and the def2-TZVPD basis.

Each line ends with the Löwdin charge.
CARTESIAN COORDINATES (ANGSTROEM)
C1 1.9945 -0.7166 2.4891  0.005
C2 0.5208 -0.8988 2.1705  -0.350
N1 -0.2659 0.2606 2.4428  0.125
N2 -0.9909 0.5571 1.5187  0.112
C3 -0.8166 -0.4016 0.4279  -0.348
N3 -0.6384 0.2807 -0.8888  -0.334
C4 -1.8219 1.1223 -1.1506  0.012
C5 -0.4912 -0.7423 -1.9404  0.022
C6 0.5726 1.1254 -0.8381  0.026
O1 0.2603 -1.1847 0.7782  -0.006
H1 2.4782 -0.0994 1.7352  0.082
H2 2.4872 -1.6843 2.5287  0.093
H3 2.0799 -0.2307 3.4585  0.096
H4 0.1063 -1.7090 2.7924  0.172
H5 -1.8245 -1.0692 0.3477  0.226
H6 -2.7075 0.5009 -1.2768  0.118
H7 -1.9830 1.7985 -0.3113  0.110
H8 -1.6614 1.7036 -2.0591  0.123
H9 -0.3190 -0.2596 -2.9037  0.124
H10 0.3489 -1.3930 -1.7015  0.120
H11 -1.3954 -1.3468 -2.0037  0.119
H12 0.7539 1.5678 -1.8144  0.121
H13 0.4379 1.9177 -0.1025  0.119
H14 1.4305 0.5128 -0.5616  0.112

Calculated values
structure (SMILES)	C[C@H]1N=N[C@@H]([N+](C)(C)C)O1
gap between HOMO and LUMO	10.776	eV
net charge	+1
highest occupied orbital energy	-0.5213	Ha

---

2:
Below is a gas-phase ion, C6H14N3O (charge +1), with properties calculated with the ωB97M-V functional and the def2-TZVPD basis.

Each line ends with the Löwdin charge.
CARTESIAN COORDINATES (ANGSTROEM)
C1 4.2703 0.8970 0.0409  -0.102
C2 3.3392 -0.1943 -0.3760  -0.273
N1 1.9670 0.1445 0.0545  0.054
C3 0.8301 -0.5703 -0.1898  -0.409
O1 1.0046 -1.6792 -0.9557  0.124
N2 -0.3160 -0.0614 0.1168  0.097
N3 -1.5565 -0.5200 -0.1956  0.079
C4 -2.6375 0.1455 0.0908  -0.265
C5 -3.8895 -0.6629 0.0566  -0.002
C6 -2.7654 1.5827 0.4298  0.004
H1 3.9287 1.7881 -0.4135  0.067
H2 4.4049 0.9317 1.2164  0.137
H3 5.2713 0.6219 -0.2798  0.084
H4 3.3457 -0.2391 -1.5435  0.161
H5 3.7398 -1.1128 0.1041  0.134
H6 2.0134 0.9789 0.7053  0.177
H7 1.9487 -1.6561 -1.1807  0.094
H8 -1.5610 -1.5351 -0.4118  0.194
H9 -4.6448 -0.2567 0.7794  0.121
H10 -3.6419 -1.7118 0.2749  0.098
H11 -4.3763 -0.6887 -0.8781  0.087
H12 -2.0530 2.2138 -0.2878  0.153
H13 -2.3750 1.7129 1.4059  0.083
H14 -3.8465 1.8323 0.4190  0.103

Calculated values
structure (SMILES)	CCN/C(O)=N/[NH+]=C(C)C
gap between HOMO and LUMO	9.039	eV
net charge	+1
highest occupied orbital energy	-0.4682	Ha

---

It is 2 that is the most stable of them.

---

1:
Below is a gas-phase ion, C8H13N2 (charge +1), with properties calculated with the ωB97M-V functional and the def2-TZVPD basis.

Each line ends with the Löwdin charge.
CARTESIAN COORDINATES (ANGSTROEM)
C1 -1.5922 -1.4427 -1.7621  -0.079
C2 -2.2747 -2.1318 -0.8011  -0.118
C3 -0.7166 -0.6596 -1.0357  0.108
C4 -0.7666 -1.0103 0.2754  -0.324
C5 0.0540 -0.4139 1.3386  -0.074
C6 1.2223 0.9515 -0.5717  -0.042
C7 0.7170 1.0108 0.8463  -0.351
C8 -0.3288 2.1076 0.9738  -0.073
N1 -1.7939 -1.8860 0.4400  0.111
N2 2.5626 0.3503 -0.9070  0.145
H1 -1.8043 -1.3974 -2.7764  0.087
H2 -3.1121 -2.7499 -1.1485  0.138
H3 -0.3896 -0.1007 2.3292  0.139
H4 0.8189 -1.1329 1.5479  0.098
H5 1.0914 1.8388 -1.2671  0.138
H6 1.4116 1.2215 1.6111  0.117
H7 0.1041 3.0966 1.0581  0.086
H8 -1.1366 2.0966 1.7124  0.098
H9 -0.8944 2.0626 0.0669  0.068
H10 -2.0549 -2.4136 1.2433  0.165
H11 2.6577 0.2479 -1.9999  0.218
H12 2.8195 -0.5730 -0.5544  0.159
H13 3.4054 0.9277 -0.6192  0.188

Calculated values
gap between HOMO and LUMO (spin up / spin down)	7.070 / 7.066	eV
net charge	+1
highest occupied orbital energy (spin up / spin down)	-0.4257 / -0.4257	Ha

---

2:
Below is a gas-phase ion, C8H13N2 (charge +1), with properties calculated with the ωB97M-V functional and the def2-TZVPD basis.

Each line ends with the Löwdin charge.
CARTESIAN COORDINATES (ANGSTROEM)
C1 0.2590 2.3801 -0.6067  -0.033
C2 0.1672 0.8945 -0.8035  -0.365
C3 -0.7708 0.4573 -1.8831  -0.113
C4 -0.8815 -1.0214 -2.0874  -0.050
N1 -0.6165 -1.8642 -1.1953  0.131
C5 -0.3630 -1.8208 0.0685  -0.020
C6 0.0452 -2.2626 1.2231  -0.002
C7 0.5673 -1.2896 2.2247  -0.145
C8 0.7219 0.0781 1.6349  -0.113
N2 -0.2361 0.1643 0.4668  0.010
H1 0.9706 3.0308 -1.0927  0.085
H2 0.2766 2.7107 0.4610  0.094
H3 -0.7840 2.7613 -0.9534  0.119
H4 1.1399 0.5879 -1.0413  0.133
H5 -0.2765 0.8811 -2.8034  0.164
H6 -1.7748 0.7144 -1.6722  0.124
H7 -0.9141 -1.3768 -3.1541  0.156
H8 0.1299 -3.3406 1.3250  0.150
H9 -0.1444 -1.2780 3.1297  0.164
H10 1.3342 -1.9246 2.4942  0.098
H11 0.4803 0.8978 2.2505  0.114
H12 1.7356 0.0640 1.1599  0.157
H13 -1.0659 0.5562 0.8549  0.143

Calculated values
structure (SMILES)	C[C@@H]1CC=[N+]=C=CCCN1
gap between HOMO and LUMO	9.655	eV
net charge	+1
highest occupied orbital energy	-0.5061	Ha

---

It is 2 that is the most stable of them.

---

1:
Below is a molecular structure, C2H5O2S, with properties calculated with the ωB97M-V functional and the def2-TZVPD basis.

Each line ends with the Löwdin charge.
CARTESIAN COORDINATES (ANGSTROEM)
C1 -1.5747 1.9367 -0.4892  -0.557
S1 -0.8284 0.4378 -1.3199  0.365
H1 -0.8051 2.6936 -0.2622  0.008
H2 -2.3872 2.3850 -1.0219  -0.022
H3 -1.9240 1.6364 0.5110  0.000
O1 1.4937 -2.1337 1.6114  -0.087
C2 0.9125 -1.0901 1.2312  -0.533
O2 1.2677 -0.1191 0.4503  -0.163
H4 -0.2163 -1.1326 1.3190  0.105
H5 0.4692 0.3555 -0.3729  -0.115

Calculated values
gap between HOMO and LUMO	7.814	eV
net charge	-1
highest occupied orbital energy	-0.1443	Ha

---

2:
Below is 2 unconnected molecules or ions with the total composition C2H5O2S, with properties calculated with the ωB97M-V functional and the def2-TZVPD basis.

Each line ends with the Löwdin charge.
CARTESIAN COORDINATES (ANGSTROEM)
C1 1.4095 -0.7107 -0.9550  -0.524
S1 -0.2777 -1.3557 -0.9517  0.563
H1 1.4572 0.1387 -0.2778  -0.008
H2 1.8066 -0.5017 -1.9454  0.006
H3 2.0832 -1.3830 -0.4143  0.018
O1 0.5726 0.6908 1.5677  -0.127
C2 -0.3518 1.4550 1.2650  -0.664
O2 -1.2737 1.4443 0.3934  -0.182
H4 -0.3943 2.4487 1.7749  0.080
H5 -0.9912 -0.2011 -0.7579  -0.161

Calculated values
gap between HOMO and LUMO	7.777	eV
net charge	-1
highest occupied orbital energy	-0.1471	Ha

---

It is 2 that is the most stable of them.

---

1:
Below is C21H27N3O4 in the gas phase, with properties calculated with the ωB97M-V functional and the def2-TZVPD basis.

Each line ends with the Löwdin charge.
CARTESIAN COORDINATES (ANGSTROEM)
O1 1.0627 -1.0748 0.1800  0.060
C1 0.4919 -0.0242 -0.0799  -0.389
C2 1.1985 0.9655 -0.9373  -0.160
C3 2.6024 0.9178 -1.1472  0.062
C4 2.8429 1.9565 -1.9998  -0.239
C5 4.1006 2.4779 -2.6232  -0.111
O2 4.2138 3.8780 -2.5628  -0.028
C6 4.3300 4.4875 -1.3422  -0.257
C7 4.3584 5.8815 -1.3733  -0.008
C8 4.4802 6.6010 -0.2031  -0.085
C9 4.5747 5.9448 1.0147  -0.102
C10 4.5491 4.5638 1.0456  -0.082
C11 4.4283 3.8289 -0.1236  -0.018
O3 1.6826 2.5662 -2.2846  0.052
N1 0.6788 1.9534 -1.6264  0.112
N2 -0.7146 0.2841 0.4326  -0.034
C12 -1.5702 1.3881 0.0695  -0.150
C13 -2.7620 0.8655 -0.7360  -0.159
C14 -3.5068 -0.2128 0.0491  -0.169
C15 -2.5462 -1.3345 0.4543  -0.278
C16 -3.2515 -2.4390 1.2564  -0.166
N3 -2.9343 -3.7637 0.7532  -0.170
C17 -3.8334 -4.7722 1.2893  -0.177
C18 -3.5202 -6.1218 0.6439  -0.202
O4 -2.1894 -6.5093 0.8830  -0.133
C19 -1.3032 -5.5319 0.3893  -0.193
C20 -1.5609 -4.1639 1.0200  -0.162
C21 -1.3897 -0.7086 1.2425  -0.113
H1 3.2848 0.2149 -0.7204  0.126
H2 4.0952 2.2516 -3.6954  0.145
H3 4.9627 1.9796 -2.1602  0.142
H4 4.2817 6.3730 -2.3301  0.118
H5 4.4996 7.6800 -0.2399  0.104
H6 4.6672 6.5075 1.9310  0.099
H7 4.6226 4.0409 1.9878  0.105
H8 4.4108 2.7521 -0.0655  0.100
H9 -1.0092 2.1157 -0.5137  0.093
H10 -1.9284 1.8561 0.9942  0.131
H11 -3.4305 1.6946 -0.9700  0.113
H12 -2.3947 0.4484 -1.6750  0.120
H13 -4.3161 -0.6201 -0.5589  0.117
H14 -3.9473 0.2276 0.9476  0.122
H15 -2.1424 -1.7873 -0.4562  0.151
H16 -4.3333 -2.3154 1.1570  0.119
H17 -3.0044 -2.3430 2.3295  0.132
H18 -4.8629 -4.4906 1.0563  0.123
H19 -3.7307 -4.8644 2.3859  0.131
H20 -4.1510 -6.9064 1.0658  0.124
H21 -3.6992 -6.0492 -0.4396  0.126
H22 -0.2970 -5.8799 0.6273  0.126
H23 -1.4139 -5.4487 -0.7023  0.128
H24 -0.8745 -3.4424 0.5779  0.114
H25 -1.3679 -4.2227 2.1067  0.135
H26 -0.6546 -1.4588 1.5352  0.113
H27 -1.7790 -0.2169 2.1410  0.138

Calculated values
structure (SMILES)	O=C(c1cc(COc2ccccc2)on1)N1CCC[C@H](CN2CCOCC2)C1
gap between HOMO and LUMO	9.478	eV
net charge	0
highest occupied orbital energy	-0.3213	Ha

---

2:
Below is C21H27N3O4 in the gas phase, with properties calculated with the ωB97M-V functional and the def2-TZVPD basis.

Each line ends with the Löwdin charge.
CARTESIAN COORDINATES (ANGSTROEM)
C1 1.6757 -0.9259 6.9233  -0.094
C2 0.4215 -1.7202 6.5568  -0.191
C3 0.0283 -1.4677 5.1455  -0.317
C4 0.7233 -1.8545 3.9667  0.048
C5 -0.0422 -1.3593 2.9538  -0.236
C6 0.0874 -1.4018 1.4684  -0.080
N1 -0.1895 -0.1071 0.8855  0.096
C7 0.7007 0.5450 0.1058  -0.450
O1 1.7815 0.0769 -0.1807  0.069
C8 0.2261 1.9213 -0.3640  -0.185
C9 1.2492 2.5254 -1.3201  -0.143
C10 0.6789 3.8015 -1.9190  -0.076
C11 -0.5169 3.4649 -2.7840  -0.464
O2 -0.7436 4.0144 -3.8449  0.059
N2 -1.3046 2.4755 -2.3049  -0.048
C12 -2.4434 2.0596 -3.1046  -0.133
C13 -2.0546 1.0006 -4.1524  -0.115
C14 -1.3181 -0.1368 -3.5074  -0.255
C15 0.0667 -0.1904 -3.5465  -0.033
C16 0.7743 -1.1601 -2.8577  -0.014
C17 0.0929 -2.1038 -2.0987  -0.287
O3 0.6825 -3.0745 -1.3465  -0.096
C18 2.0911 -3.0846 -1.2677  -0.086
C19 -1.3028 -2.0800 -2.0821  -0.007
C20 -1.9941 -1.1105 -2.7775  -0.048
C21 -1.1773 1.8478 -1.0053  -0.094
O4 -1.1083 -0.7256 3.4790  0.001
N3 -1.0477 -0.7984 4.8317  0.109
H1 2.5089 -1.2051 6.2825  0.070
H2 1.9526 -1.1201 7.9562  0.070
H3 1.4932 0.1398 6.8078  0.079
H4 -0.4069 -1.4300 7.2032  0.113
H5 0.6141 -2.7877 6.6871  0.115
H6 1.6344 -2.4088 3.8934  0.117
H7 -0.6015 -2.1501 1.0553  0.135
H8 1.1075 -1.6754 1.1929  0.127
H9 -1.0551 0.3309 1.1563  0.144
H10 0.1739 2.5559 0.5289  0.154
H11 1.4717 1.8066 -2.1094  0.113
H12 2.1763 2.7245 -0.7815  0.125
H13 1.4104 4.3154 -2.5426  0.124
H14 0.3665 4.4885 -1.1280  0.129
H15 -3.2148 1.6715 -2.4360  0.125
H16 -2.8262 2.9433 -3.6219  0.124
H17 -1.4203 1.4787 -4.8990  0.116
H18 -2.9656 0.6490 -4.6398  0.118
H19 0.6069 0.5447 -4.1260  0.121
H20 1.8507 -1.1575 -2.9038  0.111
H21 2.5427 -3.3159 -2.2375  0.097
H22 2.4719 -2.1254 -0.9048  0.076
H23 2.3400 -3.8743 -0.5601  0.095
H24 -1.8242 -2.8338 -1.5120  0.117
H25 -3.0749 -1.1022 -2.7475  0.118
H26 -1.4557 0.7978 -1.1384  0.106
H27 -1.9134 2.3078 -0.3278  0.135

Calculated values
structure (SMILES)	CCc1cc(CNC(=O)[C@H]2CCC(=O)N(CCc3ccc(OC)cc3)C2)on1
gap between HOMO and LUMO	8.957	eV
net charge	0
highest occupied orbital energy	-0.3083	Ha

---

It is 2 that is the most stable of them.